Entry 1:
Formula: C29H26N3O10RuS4Se2
Source: OMol25
Level of theory: ωB97M-V/def2-TZVPD

CARTESIAN COORDINATES (ANGSTROEM)
Ru 0.8901 0.7830 -1.2810
O -0.1316 -3.1447 0.0763
C 0.3758 -2.2335 -0.5833
O 0.2709 -0.9974 -0.2890
C 1.1413 -2.6042 -1.8363
C 1.5996 -3.8940 -1.9470
C 2.2206 -4.3292 -3.1154
C 2.3421 -3.4887 -4.2079
C 1.8882 -2.1973 -4.0998
C 1.2866 -1.6761 -2.9136
O 0.8054 -0.4923 -2.8851
N 2.0558 -1.3565 -5.2885
O 1.9987 -1.9171 -6.3788
O 2.2853 -0.1789 -5.1425
N 2.7113 -5.6866 -3.2149
O 2.5980 -6.4196 -2.2441
O 3.2218 -6.0476 -4.2680
H 1.4402 -4.5695 -1.1194
H 2.7868 -3.8323 -5.1283
O 6.2336 2.9457 -4.9250
C 5.2975 2.5920 -4.2438
S 5.4007 1.3396 -3.0023
C 3.7247 1.3999 -2.4871
C 2.9314 2.2689 -3.1326
S 1.2453 2.4767 -2.7548
S 3.6626 3.2322 -4.4029
S 3.1922 0.3700 -1.1941
C -3.1874 -0.2446 -5.5168
Se -1.4696 -0.2608 -4.5921
C -2.2272 -0.7802 -2.8718
C -2.8454 0.3891 -2.1262
Se -1.5824 1.5056 -1.1191
C -2.0172 0.7488 0.6187
H -3.6317 -1.2394 -5.5230
H -3.0015 0.0693 -6.5427
H -3.8752 0.4636 -5.0551
H -1.4208 -1.2287 -2.2986
H -2.9773 -1.5490 -3.0691
H -3.5711 0.0479 -1.3851
H -3.3596 1.0626 -2.8119
H -3.0741 0.9087 0.8235
H -1.4168 1.2726 1.3584
H -1.7395 -0.3027 0.6192
C -2.9896 -2.5005 4.2070
C -2.6065 -1.0661 4.4704
C -3.5642 -0.1900 4.9825
C -3.2510 1.1419 5.1846
C -1.9858 1.6205 4.8827
C -1.0120 0.7539 4.3861
N 0.2727 1.1706 4.0289
C 0.6089 2.5111 3.7843
C 0.5284 3.4799 4.7852
C 0.8644 4.7971 4.5205
C 1.2919 5.1728 3.2527
C 1.3816 4.2143 2.2559
C 1.0596 2.8856 2.5070
C 1.1573 1.8679 1.3966
O 1.0074 2.3245 0.2133
O 1.3665 0.6815 1.6720
C -1.3216 -0.6086 4.1818
C -0.2704 -1.5164 3.6029
H -4.0526 -2.6504 4.3981
H -2.4317 -3.1905 4.8451
H -2.7834 -2.7849 3.1738
H -4.5608 -0.5573 5.1996
H -4.0020 1.8259 5.5631
H -1.7658 2.6714 5.0033
H 0.6704 0.6061 3.2734
H 0.2153 3.1812 5.7777
H 0.7973 5.5335 5.3131
H 1.5540 6.2026 3.0450
H 1.6989 4.4714 1.2535
H 0.6846 -1.3744 4.1150
H -0.0952 -1.3151 2.5402
H -0.5448 -2.5649 3.6854

Its spin multiplicity is 2. As for the net charge: -2. The calculation puts the relative energy (zero: lowest compared OMol25 entry of this formula, charge and spin) at 2.8 kcal per mole. The expectation value of S² is 0.7576. The LUMO energy (spin up / spin down) comes out at 3.739 / 3.739 eV.

Entry 2:
Formula: C29H27
Source: OMol25
Level of theory: ωB97M-V/def2-TZVPD

CARTESIAN COORDINATES (ANGSTROEM)
C -3.0740 0.5900 -3.0120
C -2.3226 -0.6952 -2.9875
C -3.0697 -1.9835 -2.9931
C -0.9672 -0.6927 -2.9690
C -0.0846 -1.8544 -2.9649
C 1.1844 -1.4115 -2.9619
C 1.1821 0.0319 -2.9608
C -0.0878 0.4716 -2.9642
H -4.1532 0.4294 -3.0145
H -2.8343 1.1948 -2.1363
H -2.8251 1.1685 -3.9039
H -4.1494 -1.8262 -2.9927
H -2.8244 -2.5709 -3.8802
H -2.8240 -2.5775 -2.1106
H -0.3997 -2.8848 -2.9754
H 2.0641 -2.0342 -2.9686
H 2.0608 0.6562 -2.9657
H -0.4061 1.5011 -2.9678
C 5.1461 -1.1298 2.8989
C 4.9063 -0.4783 1.7004
C 3.6156 -0.2080 1.3127
C 2.5288 -0.6059 2.1052
C 1.1447 -0.3167 1.6949
C 0.8239 0.9862 1.2559
C -0.3846 1.3761 0.7534
C -0.7198 2.7206 0.3719
C -2.0405 3.0288 0.0138
C -2.3974 4.3112 -0.3308
C -1.4528 5.3210 -0.3296
C -0.1469 5.0461 0.0256
C 0.2181 3.7669 0.3734
C 0.1371 -1.3908 1.7534
C -1.0908 -1.2218 2.4112
C -2.0070 -2.2454 2.4676
C -1.7329 -3.4584 1.8608
C -0.5281 -3.6518 1.2107
C 0.4008 -2.6398 1.1690
C 2.7982 -1.2770 3.3091
C 4.0915 -1.5209 3.7062
H 6.1592 -1.3213 3.2110
H 5.7322 -0.1821 1.0709
H 3.4184 0.2867 0.3774
H 1.5886 1.7320 1.3606
H -1.1536 0.6310 0.6612
H -2.7804 2.2468 0.0409
H -3.4192 4.5309 -0.5919
H -1.7350 6.3223 -0.6056
H 0.5877 5.8356 0.0337
H 1.2370 3.5741 0.6560
H -1.2882 -0.2899 2.9116
H -2.9393 -2.1077 2.9922
H -2.4639 -4.2499 1.8848
H -0.3259 -4.5928 0.7233
H 1.3410 -2.7905 0.6681
H 1.9750 -1.5581 3.9428
H 4.2872 -1.9922 4.6582

As for the net charge: +1. The LUMO energy comes out at -5.374 eV.

Entry 3:
Formula: C29H27BF7NO9S3SeTa
Source: OMol25
Level of theory: ωB97M-V/def2-TZVPD

CARTESIAN COORDINATES (ANGSTROEM)
Ta 0.3208 -1.1254 -0.4638
O 5.1488 0.6576 0.6712
S 4.1581 0.2142 -0.2621
O 4.5388 -0.5374 -1.4113
O 3.0947 -0.5286 0.5912
C 3.3849 1.7366 -0.8668
C 3.8459 2.8838 -0.2338
C 3.5133 4.1470 -0.7046
C 2.7354 4.2814 -1.8358
C 2.2580 3.1497 -2.4806
C 2.5708 1.8878 -2.0046
S 1.7511 0.5686 -2.8577
O 2.5500 0.1051 -3.9399
O 1.7021 -0.4498 -1.6838
O 0.3946 0.9616 -3.1270
H 4.4811 2.7736 0.6304
H 3.8798 5.0222 -0.1840
H 2.4824 5.2636 -2.2136
H 1.6087 3.2397 -3.3404
C 0.0977 -0.8282 3.0074
C -1.0255 -1.5359 2.3338
C -2.1376 -2.0157 2.9409
C -2.9938 -2.5331 1.9254
C -2.3755 -2.3693 0.7298
C -2.9829 -2.7635 -0.5770
N -1.1099 -1.7482 0.9383
H -0.0342 -0.9305 4.0848
H 0.0838 0.2369 2.7771
H 1.0763 -1.2311 2.7539
H -2.3236 -1.9773 4.0027
H -3.9712 -2.9728 2.0537
H -4.0679 -2.7496 -0.4570
H -2.7122 -3.7729 -0.8828
H -2.7337 -2.0838 -1.3827
C -3.4697 2.2760 0.2168
C -3.2748 0.7695 0.1302
O -2.7115 0.3437 -1.1085
C -3.6042 0.5454 -2.1927
C -2.9824 0.0028 -3.4606
H -3.4890 2.5782 1.2651
H -4.3960 2.6160 -0.2485
H -2.6303 2.7807 -0.2627
H -4.2265 0.2415 0.2792
H -2.5887 0.4323 0.9027
H -3.8183 1.6153 -2.3053
H -4.5585 0.0428 -1.9706
H -1.9445 0.3273 -3.5419
H -3.5299 0.3782 -4.3276
H -2.9982 -1.0859 -3.4923
O 2.6253 6.2579 4.0196
C 2.7618 4.9212 4.2296
O 3.4193 4.5364 5.1556
C 2.0719 4.0181 3.2594
C 1.0857 4.4473 2.3746
C 0.4903 3.5610 1.4991
C 0.8712 2.2124 1.4663
S -0.0021 1.2995 0.2245
C 1.8472 1.7840 2.3650
C 2.4308 2.6765 3.2498
H 2.1299 6.4053 3.2056
H 0.7334 5.4742 2.3642
H -0.2773 3.9070 0.8197
H 2.1679 0.7578 2.3694
H 3.1917 2.3357 3.9389
F -1.3861 -8.1311 -0.8859
C -1.1206 -6.8792 -1.2775
C -0.5039 -5.9927 -0.4107
F -0.1789 -6.3870 0.8201
C -0.2440 -4.7027 -0.8361
F 0.3115 -3.8679 0.0567
C -0.5736 -4.2521 -2.1001
Se -0.1811 -2.4928 -2.7076
C -1.1895 -5.1603 -2.9439
F -1.5519 -4.8077 -4.1836
C -1.4642 -6.4601 -2.5482
F -2.0641 -7.3103 -3.3899
F 2.9213 -2.6556 -0.5671
B 2.3655 -1.8579 0.3931
F 2.3258 -2.4768 1.6245

As for the net charge: -1. The calculation puts the relative energy (zero: lowest compared OMol25 entry of this formula, charge and spin) at 54.8 kcal per mole. The LUMO energy comes out at 1.426 eV.

| no. | E_tot (eV) |
| --- | --- |
| 1 | -232057.2845 |
| 2 | -30503.1292 |
| 3 | -169537.1130 |